This record from OMol25 describes a molecular structure, C13H23F7O10S2 at a distorted geometry. The level of theory is ωB97M-V/def2-TZVPD.

Computed properties:
**LUMO level**: 0.38 eV
**Calculated total energy**: -2756.82517 Eh
**Total charge**: 0

The geometry in XYZ format:
```
55
Properties=species:S:1:pos:R:3:forces:R:3
O 5.464301 -1.082697 2.413270 0.12 -0.10 0.29
S 4.714265 -1.231036 1.234282 -0.11 0.23 -0.20
O 3.693228 -2.207780 1.079397 0.04 -0.15 0.12
O 5.691398 -1.291319 -0.013269 0.03 -0.12 -0.16
C 5.104327 -0.611186 -1.142430 -0.03 0.08 0.18
C 3.834639 0.064465 -0.569066 0.40 -0.10 0.60
S 3.583009 1.731842 -1.239141 -0.16 -0.20 -0.19
O 3.786673 2.665172 -0.190863 0.04 0.20 0.15
O 4.298035 1.770756 -2.476237 0.01 -0.03 -0.14
C 1.749126 1.926558 -1.748010 0.19 -0.11 0.01
F 1.412654 3.111120 -1.246056 -0.10 0.17 0.04
F 1.702080 1.981266 -3.079624 0.07 0.05 -0.14
C 0.718123 0.883333 -1.244863 0.24 -0.10 -0.56
F 1.100029 0.463282 -0.039863 0.18 -0.34 0.64
F -0.458084 1.474877 -1.130545 -0.80 0.44 0.10
C 0.505934 -0.338432 -2.178045 -0.15 -0.16 -0.51
F -0.175843 0.025744 -3.281175 0.51 -0.48 0.93
F 1.702763 -0.844877 -2.551230 -0.43 0.12 0.05
F -0.166652 -1.287194 -1.512289 0.27 0.48 -0.48
O 4.088986 0.188863 0.835658 -0.15 0.02 -0.29
H 5.842611 0.100997 -1.492276 0.00 0.07 -0.07
H 4.846600 -1.319537 -1.923437 0.03 -0.06 -0.01
H 2.975535 -0.579581 -0.679635 -0.21 0.07 -0.36
C -4.244405 -0.321670 -1.624547 0.01 0.00 0.00
O -3.661666 -0.831197 -2.808998 -0.04 0.00 -0.02
C -3.216447 -2.171437 -2.698230 0.12 0.06 0.01
C -4.191738 -3.156582 -3.303126 -0.06 -0.05 -0.01
O -5.424970 -3.182883 -2.608700 0.01 0.04 0.05
C -6.450681 -2.432903 -3.231104 0.00 0.00 -0.01
H -4.736209 0.614386 -1.883473 0.02 0.01 0.00
H -4.981985 -1.012050 -1.208663 -0.01 0.01 0.00
H -3.479677 -0.119639 -0.865534 0.00 -0.03 0.01
H -3.031341 -2.426404 -1.649059 -0.01 -0.01 0.00
H -2.265708 -2.245767 -3.235750 -0.01 -0.03 0.01
H -3.758344 -4.159572 -3.244904 0.01 0.01 -0.01
H -4.351041 -2.916868 -4.359955 0.00 0.00 0.00
H -6.823931 -2.944451 -4.124990 0.02 0.01 -0.01
H -6.106890 -1.434224 -3.511181 -0.01 0.01 0.01
H -7.264538 -2.342802 -2.513779 -0.01 -0.02 -0.01
C 1.802900 0.156979 3.669493 0.00 -0.01 -0.04
O 1.526219 1.388522 3.029143 0.00 0.06 0.04
C 0.166257 1.569813 2.684348 0.04 -0.03 -0.10
C -0.571067 2.459827 3.659971 -0.02 0.02 0.09
O -0.665724 1.879984 4.947991 0.02 -0.05 -0.01
C 0.292800 2.367906 5.867531 0.01 0.00 0.00
H 2.812857 0.222309 4.070507 0.02 0.00 -0.01
H 1.102620 -0.039587 4.484961 0.01 0.00 0.01
H 1.761080 -0.675411 2.956745 -0.03 -0.01 0.00
H -0.342224 0.601917 2.607230 -0.01 0.00 0.00
H 0.141955 2.044666 1.699258 -0.06 0.03 0.01
H -1.589933 2.615488 3.291972 0.01 0.01 -0.01
H -0.076806 3.435883 3.713090 0.00 0.00 0.00
H 0.043556 3.384141 6.192066 0.01 0.01 -0.02
H 1.298126 2.368323 5.439520 0.00 -0.01 0.01
H 0.273221 1.708667 6.733617 -0.02 0.01 0.01
```
Forces are in eV/Å.

These are the Mulliken partial charges, in e, on atoms 1 to 2: -0.575 1.202

This record from OMol25 describes 2 unconnected molecules or ions with the total composition C4HCl2N3O2S at a distorted geometry. The level of theory is ωB97M-V/def2-TZVPD.

Computed properties:
**LUMO level (alpha / beta)**: -2.69 / -1.71 eV
**Calculated total energy**: -1786.18291 Eh
**Total charge**: 0

The geometry in XYZ format:
```
13
Properties=species:S:1:pos:R:3:forces:R:3
C 2.545771 -0.215789 -0.065803 0.75 1.34 -1.25
C -0.150113 0.173259 -0.401652 -0.80 1.07 0.64
C 0.470478 -1.091671 -0.264003 -0.04 -0.07 0.69
C 0.828833 1.292568 -0.297823 -1.70 -1.64 -0.61
N 1.768292 -1.268529 -0.031100 -0.20 -0.69 -0.40
N 2.088036 1.057600 -0.240839 1.32 -0.04 0.56
N -2.886153 -0.035505 0.758292 2.44 1.04 4.26
O -1.438175 0.329083 -0.578763 1.76 0.03 -1.00
O -2.459014 0.246616 1.852935 -0.31 -0.29 -2.11
S -4.151487 -0.608602 0.184370 -1.76 -0.78 -1.59
Cl -0.566966 -2.494712 -0.265579 0.49 0.50 -0.01
Cl 0.262086 2.904264 -0.485915 0.01 -0.18 0.13
H 3.688409 -0.288587 -0.164115 -1.97 -0.30 0.70
```
Forces are in eV/Å.

These are the Mulliken partial charges, in e, on atoms 1 to 2: -0.003 0.379

This record from OMol25 describes a single C2H4FNOS molecule at a distorted geometry. The level of theory is ωB97M-V/def2-TZVPD.

Computed properties:
**LUMO level**: -0.09 eV
**Calculated total energy**: -706.52157 Eh
**SMILES string**: ONC(=S)CF
**Total charge**: 0

The geometry in XYZ format:
```
10
Properties=species:S:1:pos:R:3:forces:R:3
O -0.627451 2.140136 -0.088390 -2.92 -1.54 1.46
N 0.286462 1.056599 0.224703 0.07 3.19 -3.44
C -0.131773 -0.228662 0.046802 -0.22 1.82 -0.36
S -1.604207 -0.966101 -0.062534 0.73 0.93 0.20
C 1.117412 -0.932954 0.144003 2.74 -5.71 0.56
F 2.320041 -0.245602 -0.160756 -1.03 -0.07 0.17
H -1.626874 1.857926 0.224186 3.74 0.47 -1.01
H 1.194109 1.366733 -0.460301 -3.06 -1.47 2.81
H 1.128489 -1.883832 -0.653286 -0.13 2.27 2.63
H 1.191763 -1.220374 1.326129 0.07 0.11 -3.02
```
Forces are in eV/Å.

These are the Mulliken partial charges, in e, on atoms 1 to 2: -0.431 -0.112

This record from OMol25 describes a molecular structure, C44H36NO4P2RbSi at a distorted geometry. The level of theory is ωB97M-V/def2-TZVPD.

Computed properties:
**LUMO level**: -1.33 eV
**Calculated total energy**: -3050.27617 Eh
**Total charge**: 0

The geometry in XYZ format:
```
89
Properties=species:S:1:pos:R:3:forces:R:3
Rb -0.080344 -0.302852 -0.229814 -0.82 0.61 0.65
C 0.365111 4.685683 2.098369 0.02 -0.03 0.02
Si -0.773772 3.134000 1.851048 0.06 0.07 0.10
C -1.131617 2.653716 3.724069 0.06 -0.14 -0.01
C -1.748766 3.501670 4.651761 -0.02 0.06 -0.05
C -1.974272 3.152841 5.972746 0.00 -0.01 0.01
C -1.581027 1.903921 6.425716 0.01 0.00 -0.03
C -0.962600 1.032439 5.546061 -0.04 0.03 0.01
C -0.728804 1.388609 4.213966 -0.01 0.01 -0.04
P 0.020540 0.161293 3.048680 0.10 -0.09 0.15
C 1.846471 0.465765 3.116745 -0.02 0.05 0.05
C 2.807072 -0.537383 3.277880 -0.04 -0.01 0.00
C 4.163990 -0.261383 3.192970 -0.02 -0.01 0.00
C 4.604735 1.029460 2.935009 -0.01 0.00 0.00
C 3.667410 2.034775 2.760765 -0.02 0.01 0.00
C 2.310757 1.752828 2.848690 0.02 0.00 0.04
C -0.075091 -1.443992 3.969733 0.01 0.01 0.04
C -0.861879 -2.429586 3.377546 0.00 -0.03 0.00
C -0.988423 -3.695248 3.941044 0.00 0.01 -0.01
C -0.318129 -3.999845 5.114794 -0.01 0.00 0.00
C 0.473470 -3.031454 5.722186 -0.01 0.00 -0.01
C 0.590850 -1.772211 5.155044 0.07 0.03 -0.03
C -2.370395 4.160097 1.304397 0.00 -0.01 -0.06
C -2.778690 5.316413 1.976071 0.00 0.02 0.00
C -3.909816 6.043478 1.626682 0.00 0.00 0.00
C -4.684050 5.644589 0.551477 0.01 -0.02 -0.02
C -4.283841 4.536347 -0.179487 -0.01 0.03 0.01
C -3.145965 3.810446 0.177482 0.05 -0.03 0.03
P -2.737313 2.484548 -1.018641 -0.01 -0.01 0.07
C -2.897236 0.950776 0.008877 -0.03 0.00 -0.07
C -2.925964 -0.293168 -0.631402 -0.29 0.10 -0.22
C -3.333423 -1.447134 0.024831 0.07 0.05 0.03
C -3.744855 -1.376759 1.349637 0.06 -0.06 0.01
C -3.709199 -0.156900 2.008111 0.00 0.03 0.00
C -3.295497 0.992032 1.346234 0.05 -0.02 0.01
C -1.023376 3.021574 -1.523212 0.03 0.02 -0.01
C -1.127867 4.110847 -2.391370 -0.06 0.00 -0.05
C -0.011000 4.779075 -2.873546 -0.02 0.00 0.00
C 1.257593 4.345213 -2.526749 0.03 -0.02 0.01
C 1.389175 3.245364 -1.691645 -0.02 0.00 -0.04
C 0.266481 2.603809 -1.189580 -0.12 -0.01 -0.10
H -0.115764 5.513544 2.627131 -0.02 -0.02 0.01
H 0.663536 5.059061 1.112758 -0.01 0.00 0.00
H 1.279325 4.461243 2.653278 0.02 0.02 -0.02
H -2.075237 4.481075 4.332708 0.00 0.02 -0.01
H -2.457264 3.852777 6.644485 0.00 0.00 0.00
H -1.755282 1.604977 7.452069 0.00 0.00 0.00
H -0.683455 0.055922 5.911077 -0.01 0.01 0.00
H 2.499028 -1.555943 3.468232 -0.05 -0.02 0.05
H 4.880539 -1.061942 3.335336 0.01 0.00 0.00
H 5.663633 1.246707 2.874616 0.00 0.00 0.00
H 3.982494 3.051478 2.559468 0.01 -0.01 0.00
H 1.601464 2.548914 2.696593 -0.05 0.03 0.03
H -1.394838 -2.197362 2.461786 0.01 0.02 0.01
H -1.613706 -4.438663 3.461565 0.00 -0.01 0.01
H -0.414456 -4.982243 5.559674 0.00 0.00 0.00
H 0.997188 -3.256737 6.642949 0.00 -0.01 0.00
H 1.218404 -1.031633 5.636148 0.03 0.00 -0.01
H -2.184205 5.690873 2.798610 0.01 0.00 0.01
H -4.178028 6.926881 2.194587 0.00 0.00 0.00
H -5.570201 6.197895 0.267079 0.00 0.00 0.00
H -4.852713 4.232457 -1.050987 0.00 0.00 0.00
H -2.618478 -0.354030 -1.671939 -0.15 0.03 -0.07
H -3.345981 -2.394031 -0.502542 -0.03 0.01 -0.02
H -4.083779 -2.266950 1.865201 0.00 0.00 0.00
H -4.006852 -0.088649 3.047139 0.00 0.00 0.00
H -3.295028 1.930040 1.882701 -0.02 0.01 0.00
H -2.113331 4.457199 -2.685744 0.00 -0.01 0.00
H -0.139703 5.636880 -3.521179 0.00 0.00 0.00
H 2.135478 4.858684 -2.897882 0.00 0.00 0.00
H 2.372258 2.896582 -1.398284 0.00 0.01 0.00
H 0.418507 1.800402 -0.494365 0.10 0.91 -0.02
O 2.542792 -3.875152 0.904587 -0.01 -0.03 0.08
C 1.957626 -2.839588 0.302515 0.07 -0.07 -0.41
O 1.617390 -1.831699 0.857004 0.57 -0.76 0.28
C 1.763861 -3.075468 -1.184950 0.08 -0.01 0.17
C 2.228924 -4.220089 -1.817241 0.00 0.02 -0.09
C 2.005616 -4.335826 -3.179012 0.01 -0.02 0.04
C 1.317050 -3.331884 -3.841272 -0.01 0.04 -0.05
C 0.875273 -2.228465 -3.119123 0.00 -0.06 0.01
N 1.112778 -2.108044 -1.818255 0.28 -0.52 -0.35
C 0.057916 -1.079037 -3.704638 0.14 -0.20 0.09
O -0.296437 -1.176113 -4.991640 0.00 0.06 -0.02
O -0.275491 -0.142810 -3.039709 -0.01 -0.12 -0.23
H 2.615485 -3.665170 1.849875 0.00 0.02 0.01
H 2.749387 -4.984548 -1.260586 0.00 0.01 0.01
H 2.360109 -5.202470 -3.719958 -0.01 0.00 -0.01
H 1.147519 -3.433767 -4.905643 0.01 0.00 0.00
H 0.021704 -1.990574 -5.396299 -0.01 0.03 0.00
```
Forces are in eV/Å.

These are the Mulliken partial charges, in e, on atoms 1 to 2: 1.065 -1.688

Question: What is the total charge in the third record?
Answer: 0